{"formula": "C11H26BIN3O7S", "method": "ωB97M-V/def2-TZVPD", "symbols": ["C", "C", "O", "C", "N", "C", "N", "B", "O", "O", "C", "C", "N", "I", "C", "C", "O", "H", "H", "H", "H", "H", "H", "H", "H", "H", "H", "H", "H", "H", "H", "H", "H", "H", "H", "O", "S", "O", "O", "C", "C", "C", "H", "H", "H", "H", "H", "H", "H", "H"], "coordinates": [[-1.364, -0.809, -1.943], [-0.512, 0.100, -1.046], [0.027, -0.587, 0.088], [1.142, -1.346, -0.242], [1.293, -2.402, 0.761], [0.657, -2.197, 1.954], [-0.519, -2.699, 2.211], [-1.357, -3.445, 1.203], [-0.859, -4.628, 0.789], [-2.522, -2.881, 0.797], [-3.726, -3.669, 0.944], [-3.852, -4.340, 2.295], [1.254, -1.473, 2.972], [3.264, -1.035, 2.709], [0.519, -0.252, 3.374], [0.829, 0.069, 4.834], [1.235, -0.787, 5.585], [-1.079, -0.645, -2.977], [-1.132, -1.852, -1.731], [-2.422, -0.630, -1.811], [-1.116, 0.915, -0.671], [0.291, 0.539, -1.629], [1.081, -1.801, -1.229], [2.042, -0.723, -0.233], [1.209, -3.346, 0.409], [-0.854, -2.600, 3.158], [-1.397, -5.023, 0.098], [-3.813, -4.388, 0.131], [-4.549, -2.975, 0.817], [-4.907, -4.540, 2.469], [-3.529, -3.692, 3.105], [-3.355, -5.305, 2.345], [0.744, 0.589, 2.723], [-0.557, -0.413, 3.323], [0.650, 1.097, 5.179], [0.647, 2.790, -2.390], [1.939, 3.407, -2.286], [2.388, 3.885, -1.017], [2.045, 4.556, -3.366], [1.001, 5.563, -3.399], [1.137, 6.580, -2.285], [3.165, 2.347, -2.971], [0.027, 5.072, -3.383], [1.113, 6.042, -4.368], [0.961, 6.130, -1.309], [0.412, 7.380, -2.428], [2.139, 7.007, -2.277], [2.831, 2.004, -3.946], [3.282, 1.509, -2.287], [4.097, 2.900, -3.048]], "lowdin_charge": [-0.039, -0.212, -0.134, -0.224, 0.062, -0.424, 0.305, -0.710, 0.241, 0.093, -0.195, -0.055, -0.390, 1.069, -0.231, -0.252, 0.051, 0.080, 0.067, 0.077, 0.127, 0.089, 0.143, 0.106, 0.141, 0.171, 0.132, 0.126, 0.126, 0.091, 0.087, 0.085, 0.110, 0.130, 0.132, -0.290, 0.560, -0.270, -0.258, -0.238, -0.068, -0.116, 0.114, 0.124, 0.072, 0.085, 0.087, 0.078, 0.066, 0.080], "e_lumo_ev": -3.6, "largest_force_ev_per_a": 1.90, "e_tot_ev": -50238.729, "e_homo_ev": -12.690, "homo_lumo_gap_ev": 9.10, "charge": 1}